Record 1
C32H56ClN8O4 | wB97M-V/def2-TZVPD

```
101
Properties=species:S:1:pos:R:3:forces:R:3:mulliken_charge:R:1
Cl 18.128660 18.122910 -12.546080 -1.05 0.61 -0.53 0.550
O 19.292280 17.660130 -11.841270 0.10 -0.79 0.55 -0.574
O 16.923450 17.353740 -12.248520 0.52 -0.54 0.51 -0.419
O 17.880370 19.477310 -12.199370 -0.32 1.40 1.17 -0.460
O 18.354190 18.090030 -13.943830 0.54 -0.90 -1.47 -0.344
C 13.750450 15.371580 -10.779760 -0.43 1.03 -0.26 -1.381
C 14.018910 16.814790 -10.294590 0.24 -0.31 0.26 -0.042
C 13.466930 17.909700 -11.214210 -0.22 0.02 0.10 0.046
C 13.703720 19.308330 -10.803550 0.61 -0.60 0.06 0.178
N 13.865120 20.388820 -10.449020 -0.07 0.04 -0.01 -0.488
H 12.708270 15.132930 -10.567630 0.03 -0.38 0.02 0.439
H 14.435980 14.671520 -10.302190 -0.21 0.02 0.01 0.374
H 13.879730 15.317250 -11.860710 0.17 -0.14 -0.05 0.185
H 15.100760 16.892460 -10.186550 -0.06 0.47 0.12 -0.088
H 13.507550 16.945120 -9.340840 0.42 -0.01 0.32 0.539
H 12.378710 17.866790 -11.169040 -0.20 -0.39 -0.49 0.433
H 13.831910 17.731410 -12.225700 -0.13 0.31 -0.09 -0.130
C 16.522320 13.558850 -12.705930 0.63 -0.15 0.24 -0.902
C 16.106880 13.695690 -14.149990 -0.36 -0.43 0.04 -0.631
C 17.269290 13.759190 -15.141110 0.67 0.40 0.57 0.818
C 18.239890 12.645630 -15.104740 -0.30 -0.73 -0.17 0.069
N 18.963940 11.745720 -15.106510 -0.45 0.68 0.09 -0.577
H 15.676980 13.244010 -12.094060 0.03 0.14 0.07 0.289
H 16.945520 14.485380 -12.317930 -0.08 0.08 0.07 0.042
H 17.293590 12.792950 -12.624410 0.04 -0.15 0.16 0.471
H 15.539760 14.623040 -14.230660 -0.12 -0.05 -0.37 0.217
H 15.453570 12.848120 -14.357140 -0.13 0.06 -0.41 0.381
H 17.861230 14.615700 -14.818460 0.09 0.35 -0.29 -0.567
H 16.946050 13.941810 -16.165930 0.04 -0.12 0.04 0.449
C 18.377660 16.311440 -17.478230 0.17 -0.37 -0.41 -0.784
C 19.293340 17.161530 -18.375510 -0.63 1.59 0.50 -0.428
C 18.624280 18.499280 -18.846330 -0.09 -0.35 0.00 -0.793
C 18.488620 19.563430 -17.840240 0.12 1.10 1.73 0.311
N 18.429730 20.379200 -17.004120 -0.02 -1.75 -2.09 -0.361
H 17.311200 16.435410 -17.666360 -0.07 0.20 -0.31 0.541
H 18.513660 16.517300 -16.416520 0.18 0.12 -0.05 -0.057
H 18.608740 15.262650 -17.664620 0.03 -0.09 0.25 0.310
H 19.628820 16.699490 -19.303980 -0.06 -0.46 0.29 0.360
H 20.157380 17.442720 -17.773450 0.22 -0.19 -0.32 0.214
H 17.628740 18.270110 -19.226430 -0.15 -0.01 0.00 0.302
H 19.163050 18.908670 -19.700850 0.18 0.07 0.06 0.370
C 14.663150 18.863350 -14.866530 0.20 -1.73 0.74 -0.671
C 13.986800 20.156800 -14.520530 0.51 0.30 -0.55 -0.775
C 14.882210 21.076610 -13.689700 0.43 0.07 -0.16 1.223
C 16.060040 21.529860 -14.424330 5.74 2.74 -3.33 -0.009
N 17.058490 21.949950 -14.978780 -6.07 -2.25 3.07 -0.523
H 15.020520 18.366790 -13.964420 0.32 0.00 0.18 -0.301
H 15.525100 18.896450 -15.532900 0.00 0.60 0.03 0.369
H 13.987900 18.122400 -15.294480 -0.34 0.17 -0.25 0.403
H 13.053200 20.032010 -13.971980 -0.10 -0.22 -0.16 0.379
H 13.805910 20.588990 -15.504700 -0.51 0.68 0.24 0.389
H 15.315270 20.584570 -12.818810 -0.34 -0.32 0.20 -0.699
H 14.329670 21.946640 -13.334960 -0.01 0.05 -0.02 0.213
C 22.943120 21.000850 -10.691220 -0.93 -0.26 0.96 -1.134
C 22.213380 21.516720 -11.904900 0.31 0.29 -2.09 -0.453
C 21.186410 20.552130 -12.575360 -0.17 0.07 0.93 1.038
C 20.465370 21.026010 -13.760850 -0.34 0.93 -1.62 -0.153
N 19.902320 21.400610 -14.709500 1.40 -0.65 1.67 -0.453
H 22.151360 20.599890 -10.058410 0.24 -0.25 0.48 0.173
H 23.431790 21.783550 -10.110980 -0.11 0.26 -0.18 0.353
H 23.706930 20.234940 -10.825620 -0.20 -0.14 -0.52 0.325
H 22.963880 21.752330 -12.659450 0.05 0.19 -0.28 0.400
H 21.686100 22.456160 -11.738980 0.02 -0.05 0.41 0.348
H 20.393030 20.383980 -11.847100 -0.04 -0.36 0.18 -0.451
H 21.632120 19.587500 -12.818090 0.05 -0.08 0.09 0.056
C 20.600260 14.698150 -13.136620 0.49 0.11 -0.44 -0.795
C 21.726610 15.707560 -13.258300 0.55 -0.23 0.28 -0.656
C 21.759420 16.550500 -14.523140 -0.37 0.82 -0.30 0.482
C 21.558060 15.777910 -15.768170 0.38 0.83 1.24 -0.012
N 21.383690 15.203340 -16.739020 -0.08 -0.54 -0.73 -0.518
H 19.636860 15.199430 -13.229690 -0.08 -0.17 0.00 -0.152
H 20.659360 14.160600 -12.190230 -0.10 0.10 0.02 0.396
H 20.783690 13.978500 -13.934470 -0.61 -0.22 -0.05 0.450
H 22.679690 15.184050 -13.333600 0.08 -0.39 0.49 0.408
H 21.776240 16.325190 -12.361540 -0.05 0.33 -0.23 0.228
H 22.705380 17.091570 -14.545760 0.31 -0.33 -0.34 0.464
H 21.064510 17.390050 -14.542200 -0.66 -0.23 0.14 -0.249
C 15.909720 25.087770 -10.707650 -0.33 -0.09 -0.07 -1.338
C 15.540100 23.602530 -10.721530 0.99 -0.36 -0.15 -0.048
C 16.786460 22.642720 -10.682110 -1.30 0.32 0.53 0.938
C 17.752200 22.916850 -11.703750 -0.91 -0.03 0.97 0.016
N 18.527160 23.145570 -12.493750 1.70 0.71 -1.48 -0.509
H 16.166060 25.464280 -9.717380 0.10 -0.22 0.14 0.299
H 15.031480 25.650570 -11.023960 0.07 0.20 -0.11 0.395
H 16.743380 25.316780 -11.371470 -0.09 -0.04 -0.12 0.334
H 14.995950 23.340250 -11.628840 -0.06 0.22 -0.05 -0.079
H 14.870980 23.384450 -9.889170 0.12 -0.22 0.03 0.431
H 16.460980 21.619530 -10.869860 -0.07 -0.17 0.45 -0.764
H 17.303830 22.730640 -9.726760 -0.06 -0.26 0.12 0.317
C 16.505120 20.107420 -7.165200 -0.36 -0.32 -0.39 -1.423
C 16.820440 19.109920 -8.310310 -0.24 0.98 0.25 0.519
C 18.311340 18.923570 -8.535770 -0.21 -1.04 -0.21 0.096
C 19.022240 20.154980 -8.795000 -0.62 -1.25 0.58 0.340
N 19.622290 21.102170 -8.962010 0.95 1.72 -0.34 -0.576
H 17.047710 19.935720 -6.235580 0.41 -0.12 -0.16 0.353
H 15.459350 20.065760 -6.860660 -0.16 -0.02 -0.29 0.414
H 16.693750 21.120450 -7.520580 0.13 0.04 0.18 0.256
H 16.458660 19.523520 -9.251660 -0.42 0.02 0.04 -0.488
H 16.318480 18.151830 -8.175410 0.21 -0.07 0.11 0.374
H 18.455840 18.311510 -9.426050 0.06 -0.17 -0.11 -0.368
H 18.755470 18.375800 -7.704630 0.26 0.22 0.10 0.560
```
Forces are in eV/Å.

## Properties
LUMO (eV): 2.36
Frontier orbital gap (hartree): 0.344
Net charge: -1
Relative energy (zero: lowest compared OMol25 entry of this formula, charge and spin) (kcal per mole): 33.7
E (eV): -66718.2033


Record 2
C32H56ClNO43P2S10 | wB97M-V/def2-TZVPD

```
145
Properties=species:S:1:pos:R:3:forces:R:3:mulliken_charge:R:1
C 0.689334 1.715241 5.374219 0.49 -1.71 -1.18 -0.779
C 1.220632 1.651544 3.789522 0.51 5.62 -0.94 0.477
O 1.494803 2.805893 3.165342 -1.26 -7.60 3.31 -0.537
N 1.387103 0.262783 3.212132 0.59 1.86 -2.28 0.440
C 2.266397 0.236721 1.981842 1.31 2.13 -5.57 0.090
C 3.735376 -0.543139 2.157989 -0.72 -0.16 1.74 -0.586
O 2.004954 0.806768 0.801711 0.91 -3.32 7.25 -0.541
P -0.163418 -0.586011 2.982198 -1.62 1.02 -0.49 -0.037
C -1.191501 0.168523 1.529208 -1.60 0.88 -0.50 -0.121
C -2.781852 0.083619 2.039051 -3.23 -0.23 1.33 0.123
C -3.118222 0.770972 3.488967 -3.04 -1.49 -1.07 -0.242
C -4.611436 0.772911 4.207328 0.95 -2.25 -4.47 -0.444
C -5.818538 0.009012 3.366207 4.05 0.40 -1.29 -0.228
C -5.493472 -0.659366 1.899118 2.09 1.42 1.99 -0.568
C -3.981615 -0.646111 1.186493 -0.51 1.89 3.47 0.885
C -3.734422 -1.336169 -0.280274 -0.72 -0.72 0.39 -1.154
P 0.234572 -2.680937 2.373865 2.10 -1.46 -0.31 0.282
O 1.446106 -2.757810 1.125116 -0.67 -0.83 1.44 -0.453
Cl -1.576495 -3.403865 1.531891 0.77 1.02 0.01 -0.276
H 0.804233 2.777988 5.850469 -0.23 -2.17 -1.30 0.288
H 1.338441 0.882939 5.931956 -1.50 1.97 -1.03 0.285
H -0.418624 1.319614 5.343469 2.16 0.94 0.30 0.207
H 3.800698 -1.529816 1.518044 -0.26 2.36 1.01 0.087
H 3.826742 -0.898615 3.293922 -0.37 0.95 -2.68 0.412
H 4.649914 0.180924 1.979528 -2.11 -1.37 0.01 0.253
H -1.026836 -0.406746 0.500107 -0.37 1.45 2.29 0.106
H -0.967098 1.333377 1.430462 -0.18 -2.58 0.07 0.318
H -2.250516 1.276076 4.090218 -1.78 -1.04 -1.38 0.022
H -4.813044 1.260557 5.268550 0.55 -1.18 -2.64 0.279
H -6.877378 -0.016591 3.897104 2.70 -0.14 -1.83 0.099
H -6.410736 -1.197005 1.356715 2.38 1.33 1.18 0.253
H -2.646806 -1.237732 -0.701787 -2.07 -0.04 1.10 0.156
H -4.473793 -0.963849 -1.124110 1.46 -0.43 2.00 0.301
H -3.967319 -2.495095 -0.147105 0.60 2.39 -0.31 0.262
H 2.050927 -3.524685 1.376565 -1.25 1.39 -0.40 0.335
O -4.434832 2.235032 -0.705744 0.43 0.56 -1.60 -0.444
S -4.024289 2.724953 -2.002880 -1.12 0.08 0.27 0.961
O -4.908478 3.447861 -2.887197 1.01 -4.19 3.12 -0.431
O -3.363927 1.484424 -2.829263 0.00 0.48 0.69 -0.318
C -2.022119 1.811673 -3.186548 0.40 0.33 -0.35 -0.393
C -1.536201 2.775437 -2.107306 0.28 -0.53 0.19 0.052
O -2.660994 3.599090 -1.808616 -0.76 -0.40 -0.57 -0.310
H -2.039474 2.295692 -4.168369 0.06 -0.02 0.07 0.287
H -1.409972 0.907316 -3.238401 -0.27 0.05 0.10 0.346
H -0.691337 3.382653 -2.440868 -0.31 0.10 0.05 0.315
H -1.259533 2.237652 -1.194304 0.07 -0.01 -0.10 -0.069
O 7.418528 2.743971 -2.686878 -1.57 0.18 -0.62 -0.749
S 6.010567 2.491675 -2.899300 -0.33 -0.63 0.81 1.104
O 5.351044 2.724688 -4.163078 1.14 -0.15 1.32 -0.611
O 5.174340 3.257991 -1.728239 0.96 -0.03 -0.83 -0.287
C 4.399995 2.308350 -0.997647 -0.59 -0.65 0.24 -0.407
C 5.167940 0.993019 -1.097066 -0.25 1.08 1.25 -0.145
O 5.689682 0.964849 -2.423630 2.17 7.43 4.61 -0.318
H 3.418532 2.228854 -1.476143 0.07 -0.05 0.14 0.321
H 4.273586 2.635314 0.037916 0.12 0.11 -0.27 0.332
H 4.531166 0.124112 -0.914611 0.10 0.68 -0.14 0.318
H 6.013464 0.976786 -0.401254 -0.14 -0.06 0.08 0.044
O -7.147415 0.498544 5.970724 -1.67 0.56 -0.16 -0.497
S -8.570771 0.602625 5.737583 -0.31 -0.12 0.21 1.185
O -9.140638 1.441329 4.708880 1.09 -1.12 1.18 -0.570
O -9.293720 0.956293 7.155384 0.65 -0.20 -0.54 -0.332
C -10.244865 -0.059172 7.470576 -0.54 -0.32 -0.13 -0.433
C -9.718034 -1.330502 6.810356 0.25 0.01 0.65 -0.279
O -9.169784 -0.904636 5.565029 1.67 3.96 2.73 0.071
H -11.210150 0.234614 7.045767 0.06 -0.08 0.05 0.319
H -10.342759 -0.166828 8.554136 0.21 0.18 -0.18 0.319
H -10.503124 -2.073701 6.652056 0.16 0.21 -0.28 0.293
H -8.909897 -1.775273 7.400631 -0.12 0.01 0.04 0.257
O 7.454671 -2.554729 4.717054 -1.55 -0.38 -1.34 -0.565
S 6.564822 -2.846346 3.615121 0.45 0.08 0.49 1.010
O 5.153815 -2.538386 3.640102 1.89 -0.45 0.25 -0.465
O 6.746472 -4.416765 3.216768 0.14 1.04 0.35 -0.313
C 7.149527 -4.517695 1.852014 -0.07 0.06 -0.70 -0.300
C 7.912576 -3.229393 1.555784 0.60 -0.53 -0.05 -0.299
O 7.208232 -2.208417 2.258840 -0.94 -0.39 0.69 -0.262
H 6.248084 -4.592537 1.235291 0.10 0.01 -0.01 0.231
H 7.767158 -5.407183 1.701624 -0.12 0.15 0.27 0.334
H 7.951923 -3.004919 0.487218 -0.19 0.17 0.24 0.308
H 8.931073 -3.273770 1.955816 -0.08 -0.06 -0.09 0.275
O -9.891738 -2.120791 4.262829 -2.34 -3.15 -3.97 -0.507
S -10.471138 -2.884863 3.180415 -0.16 0.19 -0.69 1.009
O -10.992232 -2.276592 1.978388 0.87 -0.62 1.67 -0.583
O -11.615364 -3.864039 3.804805 0.80 0.45 -0.03 -0.334
C -11.294337 -5.221561 3.506027 0.05 -0.56 -0.44 -0.358
C -9.772638 -5.265997 3.395668 -0.09 -0.30 0.59 -0.317
O -9.409370 -4.046647 2.752240 -0.87 0.55 -0.14 -0.331
H -11.766370 -5.481369 2.553015 0.07 -0.04 0.09 0.298
H -11.670886 -5.883881 4.290129 0.02 0.32 -0.03 0.312
H -9.421728 -6.125459 2.819509 -0.01 0.32 -0.08 0.319
H -9.305846 -5.277167 4.386279 -0.06 -0.09 -0.06 0.263
O 10.991966 -1.390770 -4.255884 0.92 1.34 0.74 -0.526
S 11.599935 -0.146741 -3.838880 0.07 -0.07 0.08 1.116
O 12.866520 -0.082526 -3.147474 -1.54 -0.39 -1.01 -0.553
O 10.497782 0.695941 -2.982698 0.54 -0.90 -0.75 -0.262
C 10.274401 1.958799 -3.607585 0.06 0.86 -0.30 0.207
C 10.553110 1.734572 -5.091419 -0.76 0.09 0.10 -0.360
O 11.666955 0.845469 -5.131727 0.35 -0.50 0.99 -0.326
H 10.977769 2.680028 -3.179040 -0.03 -0.04 -0.08 0.254
H 9.251021 2.298146 -3.426446 0.34 -0.34 0.03 -0.015
H 10.782686 2.664388 -5.617260 0.21 -0.26 0.09 0.326
H 9.707785 1.239239 -5.580708 0.01 0.12 0.05 0.305
O 5.199250 -0.220087 -3.687087 -1.77 -7.73 -3.58 -0.534
S 5.336159 -1.461983 -2.959020 -0.19 -0.17 -2.12 1.435
O 5.378380 -1.528317 -1.516723 0.05 -0.55 -1.72 -0.551
O 6.627446 -2.260181 -3.553458 -0.80 0.68 0.30 -0.310
C 6.215193 -3.536472 -4.039588 -0.25 -0.66 0.03 -0.339
C 4.760106 -3.360121 -4.465430 0.35 -0.03 -0.67 -0.438
O 4.188236 -2.492157 -3.489529 0.60 0.18 1.01 -0.295
H 6.301425 -4.257198 -3.220036 -0.03 0.00 -0.11 0.265
H 6.852814 -3.852506 -4.869550 -0.02 0.29 0.18 0.340
H 4.219020 -4.308613 -4.502285 -0.03 0.25 0.22 0.330
H 4.691903 -2.864435 -5.439583 0.05 -0.11 0.06 0.292
O 0.586238 -9.778144 0.475906 -1.71 0.44 0.70 -0.542
S -0.633553 -9.236463 1.032521 0.13 -0.42 0.09 1.107
O -1.602195 -10.042201 1.738865 1.48 0.88 -0.87 -0.526
O -1.404278 -8.408341 -0.141403 0.80 -0.47 0.58 -0.332
C -1.578363 -7.053024 0.268477 -0.28 0.57 0.40 -0.330
C -0.418947 -6.761841 1.217522 0.17 0.42 -0.48 -0.117
O -0.242436 -7.960098 1.969722 -0.64 -0.87 -0.42 -0.340
H -2.540167 -6.974407 0.785488 0.10 0.07 -0.02 0.331
H -1.577705 -6.388936 -0.600005 0.06 -0.31 0.05 0.312
H -0.624762 -5.917579 1.879817 0.00 -0.39 0.04 0.201
H 0.506098 -6.571929 0.662944 -0.10 0.06 -0.03 0.219
O -5.155314 4.283754 -6.076439 -0.02 1.17 1.36 -0.585
S -5.176430 5.374690 -5.127470 0.34 -0.25 0.80 1.173
O -4.759669 5.229720 -3.752081 -0.31 3.20 -3.96 -0.415
O -6.664198 6.040918 -5.151654 0.79 -0.44 -0.42 -0.330
C -6.561720 7.421010 -5.498119 0.18 0.60 0.15 -0.334
C -5.310542 7.531977 -6.365275 -0.44 0.05 -0.47 -0.363
O -4.370546 6.633277 -5.780874 -0.46 -0.37 0.49 -0.313
H -6.452837 7.997107 -4.573562 0.00 0.00 -0.11 0.288
H -7.460730 7.749233 -6.026632 0.10 -0.29 0.09 0.301
H -4.909186 8.547904 -6.389322 0.12 -0.27 0.16 0.303
H -5.508898 7.195009 -7.388230 -0.06 0.11 0.06 0.290
O 3.672083 9.421810 -3.895771 -1.11 -1.23 0.96 -0.532
S 2.946354 8.327768 -3.289537 -0.13 0.41 -0.05 1.067
O 1.636360 8.482469 -2.700991 1.66 0.02 -0.94 -0.524
O 3.924026 7.611317 -2.199238 -0.37 0.58 -0.90 -0.334
C 4.091688 6.236629 -2.541754 -0.15 -0.68 -0.09 -0.133
C 3.927497 6.171121 -4.057824 0.73 -0.18 0.07 -0.253
O 2.888768 7.099459 -4.361156 -0.33 0.62 0.91 -0.337
H 3.309672 5.661632 -2.035418 0.10 -0.02 -0.06 0.238
H 5.072683 5.879653 -2.216961 -0.19 0.29 0.00 0.219
H 3.663112 5.169541 -4.405257 -0.15 0.26 0.03 0.254
H 4.837687 6.504394 -4.567543 -0.03 -0.11 0.08 0.327
```
Forces are in eV/Å.

## Properties
LUMO (eV): -0.54
Frontier orbital gap (hartree): 0.272
Relative energy (zero: lowest compared OMol25 entry of this formula, charge and spin) (kcal per mole): 356.3
E (eV): -263050.4162